(1)
Below is a cluster of 7 separate species, C15H46N2O7 in total at a distorted geometry, with properties calculated with ωB97M-V/def2-TZVPD.

XYZ file:
```
70
C15H46N2O7 | the Open Molecules 2025 dataset | ωB97M-V/def2-TZVPD
C 13.1152 -3.9630 -16.1738
C 14.3833 -3.6433 -16.9341
O 15.3547 -4.6213 -16.5710
H 12.7147 -4.9408 -16.4539
H 12.3240 -3.2375 -16.3658
H 13.2833 -4.0169 -15.0977
H 14.7273 -2.6417 -16.6476
H 14.1888 -3.5170 -18.0042
H 16.2124 -4.3047 -16.8764
C 11.4483 -11.2748 -11.0028
C 12.4693 -10.5074 -10.1658
O 12.3103 -9.0880 -10.2980
H 11.3274 -10.8839 -12.0135
H 10.4632 -11.1789 -10.5384
H 11.7313 -12.3275 -11.0551
H 13.4534 -10.7099 -10.6082
H 12.4541 -10.7301 -9.1023
H 12.6510 -8.8701 -11.1876
C 9.0878 -5.0875 -9.9331
C 9.6208 -6.4289 -10.3927
C 10.3250 -6.4130 -11.7402
O 9.4229 -5.9002 -12.6860
C 9.8497 -5.9903 -14.0304
N 10.5335 -6.9564 -9.3669
H 8.2847 -4.7011 -10.5609
H 9.9387 -4.4021 -9.9762
H 8.6927 -5.1667 -8.9211
H 8.7951 -7.1525 -10.4561
H 10.6104 -7.4361 -12.0175
H 11.2757 -5.8649 -11.6713
H 9.1306 -5.4127 -14.6046
H 9.8868 -7.0359 -14.3494
H 10.8475 -5.5499 -14.1298
H 9.9882 -7.2906 -8.5775
H 11.0578 -7.8006 -9.6371
C 15.4062 -10.6030 -13.8451
C 14.4914 -10.8110 -15.0449
C 13.7734 -12.1501 -15.1013
O 14.6806 -13.2091 -15.2638
C 13.9897 -14.4272 -15.3634
N 13.5240 -9.6962 -15.1315
H 16.1163 -9.8133 -14.1131
H 16.0770 -11.4583 -13.7338
H 14.9205 -10.3404 -12.9089
H 15.1067 -10.7737 -15.9529
H 13.0261 -12.1364 -15.9071
H 13.1649 -12.2222 -14.1870
H 14.7443 -15.2098 -15.4288
H 13.3079 -14.4729 -16.2209
H 13.3547 -14.6822 -14.5046
H 12.9020 -9.8787 -15.9147
H 14.0008 -8.8318 -15.3951
C 13.7855 -6.8451 -13.0063
O 13.2257 -8.1211 -12.7491
H 14.1203 -6.3904 -12.0750
H 14.7145 -7.0150 -13.5600
H 13.1435 -6.1727 -13.5736
H 13.3450 -8.7166 -13.5215
C 15.6923 -7.9012 -17.3697
O 14.9917 -7.3395 -16.2516
H 16.1764 -7.1185 -17.9561
H 16.5143 -8.4632 -16.9170
H 15.0391 -8.5251 -17.9721
H 15.1675 -6.3818 -16.1916
C 13.4966 -4.0850 -10.0852
O 12.7790 -3.2746 -9.1708
H 13.1829 -5.1196 -9.9487
H 13.1569 -3.8502 -11.1019
H 14.5738 -3.9442 -9.9888
H 12.7208 -2.3646 -9.4624
```

Summary:
Largest force on an atom, hartree/bohr: 0.0338
SMILES string: COC[C@H](C)N.COC[C@H](C)N.CCO.CCO.CO.CO.CO
Charge: 0
E_LUMO, eV: 0.3
ΔE to the lowest compared entry with this formula, charge and spin, kJ/mol: 0.0
HOMO level, eV: -8.14
Energy, eV: -33610.99349

Atom charges from the natural (NBO) analysis, given in e for atoms 1 to 5: C -0.634; C -0.064; O -0.745; H 0.216; H 0.220

(2)
Below is a cluster of 6 separate species, C15H46NO15PS5Si in total at a distorted geometry, with properties calculated with ωB97M-V/def2-TZVPD.

XYZ file:
```
84
C15H46NO15PS5Si | the Open Molecules 2025 dataset | ωB97M-V/def2-TZVPD
N -7.1174 -0.3859 -4.1709
P -5.7830 -0.7768 -4.9356
Si -4.3627 -1.8126 -3.5207
H -7.0812 -0.6960 -3.2030
H -5.1426 0.3437 -5.4877
H -5.9984 -1.5772 -6.0539
H -2.9587 -1.8192 -3.9798
H -4.4810 -1.0835 -2.2440
H -4.9135 -3.1732 -3.3732
O -2.8275 1.3839 -2.4839
S -3.4478 2.6073 -2.9015
O -3.0207 3.2063 -4.1238
O -3.3513 3.6504 -1.7217
C -2.0399 3.8447 -1.1162
C -1.1288 4.7031 -1.9652
C -5.1865 2.4020 -2.9229
H -1.5945 2.8753 -0.9034
H -2.2627 4.3287 -0.1688
H -0.8506 4.1987 -2.8887
H -0.2201 4.9202 -1.4051
H -1.6168 5.6423 -2.2247
H -5.5053 1.9637 -1.9827
H -5.3892 1.7219 -3.7444
H -5.6635 3.3618 -3.0951
O 0.2153 -1.0014 -0.5316
S -0.3476 0.0121 0.3021
O -0.0555 1.3844 0.0271
O 0.0129 -0.3075 1.8073
C 1.4112 -0.5621 2.1160
C 2.2306 0.7073 2.2001
C -2.0846 -0.1956 0.4329
H 1.8237 -1.2539 1.3845
H 1.3917 -1.0699 3.0766
H 2.3205 1.1904 1.2288
H 3.2287 0.4600 2.5574
H 1.7686 1.4153 2.8879
H -2.2952 -1.2339 0.6700
H -2.5059 0.0827 -0.5325
H -2.4510 0.4691 1.2102
O 4.3434 -1.9660 2.0175
S 4.6100 -3.1033 2.8420
O 3.7584 -3.3723 3.9549
O 6.1147 -3.0341 3.3229
C 6.5598 -1.7818 3.9066
C 6.0481 -1.5766 5.3151
C 4.7523 -4.5434 1.8484
H 6.2672 -0.9628 3.2494
H 7.6440 -1.8517 3.8855
H 4.9679 -1.4426 5.3281
H 6.5035 -0.6888 5.7522
H 6.2849 -2.4385 5.9380
H 5.4201 -4.3300 1.0200
H 3.7512 -4.7695 1.4895
H 5.1287 -5.3532 2.4660
O -4.1862 -1.2452 -7.7006
S -3.9880 -0.9580 -9.0895
O -3.8085 -2.0408 -9.9977
O -2.7917 0.0644 -9.2195
C -1.5699 -0.2461 -8.4988
C -0.7456 -1.3165 -9.1806
C -5.2588 0.1023 -9.6741
H -1.8256 -0.5200 -7.4756
H -1.0385 0.7008 -8.4684
H -1.2459 -2.2830 -9.1601
H 0.2117 -1.4121 -8.6694
H -0.5628 -1.0522 -10.2213
H -5.3655 0.9340 -8.9844
H -6.1678 -0.4935 -9.7074
H -4.9901 0.4433 -10.6692
O 2.6552 2.6923 9.1553
S 3.7238 1.7517 9.0525
O 4.3163 1.4994 7.7788
O 3.2675 0.3811 9.7018
C 2.0223 -0.1973 9.2337
C 2.1707 -0.8619 7.8819
C 4.9830 2.1350 10.2156
H 1.2522 0.5742 9.2263
H 1.7643 -0.9209 10.0023
H 2.3678 -0.1291 7.1017
H 1.2566 -1.3974 7.6276
H 3.0002 -1.5678 7.8957
H 4.5244 2.2950 11.1861
H 5.4633 3.0433 9.8603
H 5.6920 1.3133 10.2411
```

Summary:
Largest force on an atom, hartree/bohr: 0.0210
SMILES string: CCOS(C)(=O)=O.CCOS(C)(=O)=O.CCOS(C)(=O)=O.CCOS(C)(=O)=O.CCOS(C)(=O)=O.N=[PH2][SiH3]
Charge: 0
E_LUMO, eV: 0.5
ΔE to the lowest compared entry with this formula, charge and spin, kJ/mol: 17.0
HOMO level, eV: -8.51
Energy, eV: -119842.71632

Atom charges from the Löwdin analysis, given in e for atoms 1 to 5: N -0.385; P 0.469; Si 0.514; H -0.072; H -0.046

(3)
Below is a structure of composition C15H48As2B3F12N2NaOSn2 at a distorted geometry, with properties calculated with ωB97M-V/def2-TZVPD.

XYZ file:
```
86
C15H48As2B3F12N2NaOSn2 | the Open Molecules 2025 dataset | ωB97M-V/def2-TZVPD
Na -12.2779 21.5423 9.3602
Sn -13.5051 21.2011 5.1789
Sn -8.6418 21.2183 5.8444
B -14.2410 22.4153 7.9884
H -15.1725 22.6019 7.3410
H -14.5659 22.7283 9.0374
H -13.9692 21.3288 7.8684
H -13.3289 22.9820 7.5817
B -11.2144 20.3689 7.1219
H -12.2392 19.8702 7.2542
H -10.4081 19.7090 7.5986
H -11.0093 20.4288 5.9890
H -11.2063 21.3522 7.6422
B -11.0311 22.5937 4.4032
H -11.8646 23.1533 3.8527
H -10.9837 21.4557 4.2362
H -9.9996 23.0093 4.1107
H -11.2273 22.7370 5.5275
As -10.7198 18.0761 3.3717
F -11.8414 17.0818 2.4819
F -10.5778 17.0100 4.7485
F -9.5377 19.1679 4.2084
F -10.8806 19.3036 2.1035
F -12.1002 18.8743 4.1819
F -9.4276 17.3013 2.4842
As -8.4175 22.5633 9.8673
F -10.1650 22.2946 9.7548
F -8.6348 24.1149 10.6147
F -6.6779 22.6719 10.0207
F -8.1769 21.0438 8.9728
F -8.4682 23.4173 8.3289
F -8.4270 21.7178 11.4182
C -12.4049 22.7142 12.3314
C -13.2117 21.3688 12.4048
N -12.8615 20.3451 11.3742
C -11.6176 19.7731 11.9289
C -10.8054 18.8845 10.9957
C -13.9549 19.3743 11.2343
C -15.2645 19.8702 10.6124
H -11.6468 22.7501 11.5506
H -11.9155 22.9116 13.2856
H -13.1037 23.5445 12.2333
H -13.0085 20.9387 13.3877
H -14.2375 21.7102 12.2862
H -11.0401 20.5900 12.3596
H -11.9284 19.1822 12.8036
H -10.8210 19.4015 10.0320
H -9.7897 18.6637 11.3088
H -11.3788 17.9723 10.8202
H -14.1258 19.0355 12.2671
H -13.5982 18.4633 10.7500
H -15.7307 20.5639 11.3113
H -15.9520 19.0442 10.4334
H -15.1019 20.3794 9.6631
C -16.7473 20.2141 2.6394
C -16.1949 19.1127 3.5798
N -15.9988 19.4580 5.0020
C -15.5799 18.2343 5.7092
C -15.1308 18.5466 7.1434
C -17.1900 20.1354 5.5526
C -18.4697 19.2465 5.5553
H -16.5149 21.2428 2.9300
H -17.8259 20.1782 2.4901
H -16.3064 20.1870 1.6418
H -16.8941 18.2733 3.5103
H -15.2641 18.7128 3.1746
H -16.3082 17.4159 5.7054
H -14.7991 17.8147 5.0704
H -14.5443 19.4577 7.2534
H -15.9510 18.6762 7.8530
H -14.6695 17.6118 7.4665
H -17.4344 20.9979 4.9357
H -16.9359 20.4180 6.5735
H -19.2763 19.8549 5.9574
H -18.2602 18.3313 6.1064
H -18.6916 18.9477 4.5312
C -7.9800 17.4045 9.0886
C -7.8227 17.5364 7.6205
O -7.9799 18.5961 7.0660
C -7.6056 16.2551 6.7483
H -7.0211 17.1358 9.5408
H -8.6346 16.6033 9.4334
H -8.3219 18.3627 9.4774
H -6.7060 15.6596 6.8890
H -7.5466 16.6833 5.7452
H -8.4975 15.6306 6.6977
```

Summary:
Largest force on an atom, hartree/bohr: 0.0575
Charge: 0
E_LUMO, eV: -2.4
HOMO level, eV: -9.64
Energy, eV: -193757.52572

Atom charges from the Löwdin analysis, given in e for atoms 1 to 5: Na 0.237; Sn 1.684; Sn 1.761; B -0.470; H -0.034